Entry 1:
ORCA calculation (ωB97M-V with the def2-TZVPD basis set) on C24H29N4O9S3W as an isolated structure.

Properties
Multiplicity: 3
LUMO energy (spin up / spin down) in eV: -3.1 / -3.4
Charge: +1

Cartesian coordinates (Å):
W  -0.13099  -0.50137  0.32331
O  -1.79112  2.75038  2.07252
C  -1.66472  2.10620  0.96012
O  -0.57248  1.63818  0.59537
C  -2.92525  1.95550  0.16348
O  -2.61875  1.44028  -1.09777
C  -3.38434  0.31234  -1.47677
C  -3.10526  -0.96136  -0.68028
O  -3.84682  -1.89866  -0.78944
O  -2.04647  -0.96454  0.11424
H  -1.01295  2.56597  2.65874
H  -3.41760  2.93114  0.09964
H  -3.57575  1.29950  0.75511
H  -3.14742  0.10887  -2.52145
H  -4.45634  0.51295  -1.41371
C  4.07073  -5.22464  -1.11007
C  4.11227  -4.30040  0.09499
N  2.75751  -4.02986  0.60953
C  2.27460  -4.95708  1.63670
C  2.65978  -4.49283  3.03180
C  2.04059  -3.02376  0.14212
S  0.41529  -2.81608  0.71843
N  2.59610  -2.32257  -0.86659
C  2.40366  -1.06610  -1.11644
O  1.74507  -0.21626  -0.37785
C  3.02626  -0.51706  -2.34208
C  3.32413  0.84023  -2.42681
C  3.88208  1.35285  -3.58641
C  4.12531  0.51610  -4.66882
C  3.83224  -0.83949  -4.58426
C  3.29580  -1.35939  -3.41866
H  5.08430  -5.44611  -1.44274
H  3.53073  -4.75344  -1.93010
H  3.58190  -6.16902  -0.86743
H  4.58958  -3.35641  -0.14891
H  4.66647  -4.75408  0.91686
H  2.72022  -5.92601  1.41229
H  1.19688  -5.06907  1.54051
H  3.74207  -4.41985  3.14111
H  2.29088  -5.19690  3.77696
H  2.22952  -3.51280  3.23533
H  3.12825  1.48016  -1.57671
H  4.13652  2.40296  -3.64700
H  4.55461  0.91974  -5.57636
H  4.02872  -1.49044  -5.42569
H  3.06695  -2.41364  -3.33499
N  0.27562  1.77467  -2.17799
C  -0.01174  0.55765  -2.63204
N  -0.35462  -0.47966  -1.88080
C  -0.63719  -1.60830  -2.69216
C  -1.12649  -2.84119  -2.27389
C  -1.32920  -3.83108  -3.21995
C  -1.06416  -3.61369  -4.56989
C  -0.61436  -2.37990  -5.00307
C  -0.41752  -1.39028  -4.05273
S  0.05557  0.26187  -4.33651
H  0.12060  2.01276  -1.21240
H  0.58486  2.48638  -2.81504
H  -1.37134  -3.02374  -1.24034
H  -1.71815  -4.78762  -2.89872
H  -1.23233  -4.40454  -5.28771
H  -0.43297  -2.18647  -6.05172
C  0.47784  -1.05148  4.37894
S  0.13920  0.09222  3.10115
O  -0.04682  1.39264  3.69010
O  -1.04977  -0.40880  2.33750
O  1.20873  -0.00684  2.07453
H  -0.34979  -1.00760  5.08369
H  1.40620  -0.74945  4.85931
H  0.56246  -2.03771  3.92920

Partial atomic charges computed with the natural (NBO) method, in multiples of e:
1. W 1.753
2. O -0.612
3. C 0.871
4. O -0.708
5. C -0.188
6. O -0.525
7. C -0.186
8. C 0.777
9. O -0.554
10. O -0.775
11. H 0.544
12. H 0.236
13. H 0.239
14. H 0.228
15. H 0.217
16. C -0.619
17. C -0.214
18. N -0.349
19. C -0.220
20. C -0.615
21. C 0.392
22. S -0.089
23. N -0.602
24. C 0.669
25. O -0.734
26. C -0.090
27. C -0.184
28. C -0.229
29. C -0.164
30. C -0.220
31. C -0.172
32. H 0.231
33. H 0.221
34. H 0.211
35. H 0.233
36. H 0.209
37. H 0.216
38. H 0.229
39. H 0.217
40. H 0.232
41. H 0.206
42. H 0.230
43. H 0.224
44. H 0.225
45. H 0.226
46. H 0.233
47. N -0.765
48. C 0.338
49. N -0.623
50. C 0.189
51. C -0.247
52. C -0.178
53. C -0.201
54. C -0.210
55. C -0.235
56. S 0.429
57. H 0.429
58. H 0.419
59. H 0.249
60. H 0.229
61. H 0.230
62. H 0.232
63. C -0.887
64. S 2.411
65. O -0.951
66. O -0.946
67. O -0.931
68. H 0.271
69. H 0.269
70. H 0.259

Entry 2:
ORCA calculation (ωB97M-V with the def2-TZVPD basis set) on C24H29N4PPtSe2Si as an isolated structure.

Properties
LUMO energy in eV: 0.4
Charge: 0
ΔE to the lowest compared entry with this formula, charge and spin in kJ/mol: 0.0

Cartesian coordinates (Å):
Pt  -0.33072  -0.21971  -0.46386
Se  2.07668  -0.48276  -0.14241
P  1.96368  -0.34073  2.08422
Se  0.08130  -0.40801  3.11220
C  3.03536  -1.65951  2.73557
C  3.46763  -1.58406  4.05974
C  4.19199  -2.62417  4.61519
C  4.47438  -3.75726  3.86124
C  4.02966  -3.84470  2.55201
C  3.31140  -2.79801  1.98773
C  2.80107  1.21747  2.50238
C  4.17570  1.28396  2.70468
C  4.77881  2.50198  2.98487
C  4.01359  3.65604  3.05883
C  2.64359  3.59352  2.84025
C  2.03713  2.38035  2.55865
H  3.22250  -0.71547  4.65886
H  4.53029  -2.55541  5.64094
H  5.03837  -4.57117  4.29854
H  4.23985  -4.72902  1.96416
H  2.96711  -2.86119  0.96329
H  4.78208  0.38970  2.63886
H  5.84812  2.54595  3.14653
H  4.48372  4.60473  3.28383
H  2.04450  4.49364  2.88945
H  0.96802  2.32585  2.38975
C  -3.77182  -1.49610  0.33012
C  -3.53195  -0.02689  0.16699
C  -4.51278  0.91578  0.40810
C  -4.19749  2.27214  0.28584
C  -2.93273  2.67380  -0.07362
C  -1.98040  1.67598  -0.33744
N  -2.31616  0.36000  -0.22384
N  -0.67595  1.77609  -0.66117
Si  0.11964  3.02175  -1.58460
C  -1.10024  3.76926  -2.79812
C  0.76924  4.37720  -0.46922
C  1.54312  2.25061  -2.52289
H  -4.83729  -1.71745  0.30953
H  -3.37840  -1.83235  1.29187
H  -3.27179  -2.05947  -0.45736
H  -5.50398  0.59455  0.69325
H  -4.95600  3.01587  0.49664
H  -2.65201  3.71587  -0.12252
H  -1.93270  4.27365  -2.30559
H  -1.51681  3.00634  -3.45950
H  -0.58870  4.50925  -3.41874
H  -0.00522  4.77112  0.19355
H  1.16141  5.21018  -1.05883
H  1.58132  3.99441  0.15102
H  1.38922  1.17784  -2.64746
H  2.48762  2.39002  -1.99473
H  1.63927  2.69628  -3.51558
N  -0.58596  -2.84552  0.92958
C  -0.34968  -4.16301  0.88673
C  0.03071  -4.46851  -0.40352
C  0.02368  -3.24326  -1.07680
N  -0.36487  -2.27317  -0.25918
H  -0.68236  -2.23019  1.74190
H  -0.45055  -4.77390  1.76694
H  0.28301  -5.43480  -0.80119
H  0.26663  -3.01669  -2.10077

Partial atomic charges computed with the natural (NBO) method, in multiples of e:
1. Pt 0.682
2. Se -0.366
3. P 0.995
4. Se -0.556
5. C -0.315
6. C -0.201
7. C -0.216
8. C -0.200
9. C -0.204
10. C -0.229
11. C -0.425
12. C -0.134
13. C -0.231
14. C -0.200
15. C -0.201
16. C -0.188
17. H 0.228
18. H 0.217
19. H 0.214
20. H 0.213
21. H 0.238
22. H 0.213
23. H 0.215
24. H 0.214
25. H 0.217
26. H 0.243
27. C -0.643
28. C 0.263
29. C -0.323
30. C -0.121
31. C -0.323
32. C 0.431
33. N -0.532
34. N -1.034
35. Si 1.815
36. C -1.130
37. C -1.135
38. C -1.129
39. H 0.222
40. H 0.229
41. H 0.230
42. H 0.218
43. H 0.216
44. H 0.224
45. H 0.232
46. H 0.239
47. H 0.236
48. H 0.231
49. H 0.234
50. H 0.244
51. H 0.245
52. H 0.246
53. H 0.235
54. N -0.343
55. C -0.019
56. C -0.343
57. C -0.008
58. N -0.280
59. H 0.454
60. H 0.232
61. H 0.238
62. H 0.230

Entry 3:
ORCA calculation (ωB97M-V with the def2-TZVPD basis set) on C24H29N6O5PdS2 as an isolated structure.

Properties
Multiplicity: 5
LUMO energy (spin up / spin down) in eV: -2.6 / -4.9
Charge: +1
ΔE to the lowest compared entry with this formula, charge and spin in kJ/mol: 61.8

Cartesian coordinates (Å):
Pd  0.05316  -0.32026  0.38011
O  3.43035  4.11941  -0.41276
C  4.26586  3.08297  -0.23614
C  5.62691  3.38910  -0.22283
C  6.56352  2.39696  -0.05409
C  6.17824  1.06043  0.10966
C  4.84513  0.74953  0.10140
C  3.85864  1.74220  -0.06981
C  2.46656  1.30855  -0.06067
O  2.16721  0.11331  0.03690
N  1.50836  2.32183  -0.16696
N  0.27978  1.89694  -0.21160
C  -0.60339  2.91611  -0.14050
S  -0.10672  4.51813  0.23626
C  -1.74255  5.24665  -0.02244
C  -2.75672  4.20414  0.39018
S  -2.26501  2.65159  -0.39312
H  2.51417  3.79078  -0.38514
H  5.91494  4.42456  -0.35030
H  7.61432  2.65966  -0.04716
H  6.92152  0.28628  0.24200
H  4.51593  -0.27187  0.22884
H  -1.83688  5.51647  -1.07255
H  -1.80875  6.14285  0.59180
H  -3.76517  4.44644  0.05714
H  -2.73651  4.02098  1.46407
C  -4.97248  -0.20188  0.18706
N  -4.24426  -0.16169  1.45545
C  -4.97739  -0.18812  2.72499
C  -2.91550  -0.22693  1.47088
O  -2.21122  -0.25382  0.45760
H  -5.94812  0.25772  0.32493
H  -5.11174  -1.22648  -0.15968
H  -4.41889  0.34218  -0.57230
H  -6.00649  0.10375  2.53865
H  -4.54495  0.51989  3.42907
H  -4.98080  -1.18165  3.17200
H  -2.47409  -0.22154  2.47124
C  2.45074  -2.84336  -0.06459
C  1.06104  -3.27980  -0.31895
C  0.61634  -4.64677  -0.34257
C  -0.70489  -4.61369  -0.62973
C  -1.04986  -3.21915  -0.78066
C  -2.37594  -2.72817  -1.22729
N  0.02000  -2.42811  -0.56396
H  3.13026  -3.69142  -0.11608
H  2.51749  -2.39497  0.92957
H  2.75667  -2.07957  -0.77640
H  1.24871  -5.50926  -0.18279
H  -1.38748  -5.44194  -0.75989
H  -2.72663  -3.34201  -2.05886
H  -2.33747  -1.68830  -1.52608
H  -3.11019  -2.83407  -0.42310
C  1.17307  -1.82518  5.03055
N  0.53270  -0.66478  4.41056
C  0.11598  0.41923  5.14551
C  -0.45582  1.49202  4.58032
C  -0.62575  1.53885  3.13350
O  -1.18750  2.46914  2.54987
N  -0.15030  0.44747  2.44323
C  0.37624  -0.64172  3.04334
O  0.70338  -1.62251  2.34169
H  1.04858  -1.74934  6.10758
H  2.23407  -1.85696  4.78869
H  0.71136  -2.73963  4.67166
H  0.26846  0.34044  6.21396
H  -0.79522  2.33019  5.16975

Partial atomic charges computed with the natural (NBO) method, in multiples of e:
1. Pd 1.309
2. O -0.662
3. C 0.380
4. C -0.279
5. C -0.127
6. C -0.258
7. C -0.135
8. C -0.222
9. C 0.638
10. O -0.645
11. N -0.330
12. N -0.319
13. C -0.073
14. S 0.443
15. C -0.539
16. C -0.538
17. S 0.455
18. H 0.501
19. H 0.237
20. H 0.225
21. H 0.226
22. H 0.228
23. H 0.237
24. H 0.257
25. H 0.249
26. H 0.265
27. C -0.418
28. N -0.400
29. C -0.413
30. C 0.562
31. O -0.700
32. H 0.215
33. H 0.209
34. H 0.228
35. H 0.221
36. H 0.221
37. H 0.209
38. H 0.152
39. C -0.691
40. C 0.351
41. C -0.257
42. C -0.261
43. C 0.329
44. C -0.669
45. N -0.634
46. H 0.231
47. H 0.270
48. H 0.251
49. H 0.235
50. H 0.234
51. H 0.241
52. H 0.245
53. H 0.232
54. C -0.398
55. N -0.416
56. C 0.077
57. C -0.378
58. C 0.621
59. O -0.689
60. N -0.705
61. C 0.762
62. O -0.711
63. H 0.212
64. H 0.216
65. H 0.229
66. H 0.221
67. H 0.243

no.,largest force on an atom (eV/A)
1,0.22
2,0.86
3,0.82